No. 1
{"formula": "C4H9NO", "method": "the ωB97M-V functional and the def2-TZVPD basis", "charge": 0, "smiles": "CCC(=O)NC", "homo_ev": -9.465, "max_force_ev_per_a": 2.1, "species": ["C", "C", "C", "O", "N", "C", "H", "H", "H", "H", "H", "H", "H", "H", "H"], "positions_angstrom": [[2.31721, -0.23704, 0.54565], [1.53077, 0.78426, -0.25414], [-0.14621, 0.10155, -0.09849], [-0.13984, -0.92489, 0.57141], [-1.40867, 0.43606, -0.53090], [-2.54670, -0.42860, -0.14550], [1.40590, -0.89161, 0.79188], [3.04414, -0.84632, -0.00697], [2.74948, 0.10834, 1.49435], [1.55959, 1.79704, 0.16813], [1.81748, 0.84134, -1.31314], [-1.62220, 1.23711, -1.09489], [-3.48660, 0.01171, -0.50013], [-2.46342, -1.43761, -0.56920], [-2.61094, -0.55133, 0.94191]], "nbo_charge": [-0.71, -0.43, 0.66, -0.64, -0.62, -0.41, 0.30, 0.21, 0.21, 0.21, 0.22, 0.40, 0.20, 0.21, 0.21]}


No. 2
{"formula": "C5H14", "method": "the ωB97M-V functional and the def2-TZVPD basis", "charge": 0, "smiles": "CCC.CC", "homo_ev": -10.988, "max_force_ev_per_a": 5.8, "species": ["C", "C", "C", "H", "H", "H", "H", "H", "H", "H", "H", "C", "C", "H", "H", "H", "H", "H", "H"], "positions_angstrom": [[0.84425, -1.69694, -0.73548], [1.91962, -0.72280, -1.34591], [1.47473, 0.75324, -1.71701], [0.82311, -1.35021, 0.39669], [1.47942, -2.65902, -0.75760], [-0.10377, -1.66208, -1.27843], [2.67313, -0.72589, -0.70655], [2.19010, -1.25713, -2.26588], [1.71830, 0.91146, -2.83840], [0.40407, 0.95642, -1.63700], [1.97441, 1.57014, -1.10663], [-2.18028, 0.65177, 1.09889], [-1.62338, 0.96521, 2.46919], [-1.51108, 0.51202, 0.20849], [-2.49593, -0.38625, 1.11535], [-2.97870, 1.17080, 0.72748], [-2.38954, 0.60399, 3.24020], [-1.40737, 2.03652, 2.64265], [-0.81109, 0.32874, 2.48996]], "nbo_charge": [-0.61, -0.38, -0.63, 0.20, 0.21, 0.21, 0.19, 0.19, 0.21, 0.21, 0.21, -0.61, -0.60, 0.20, 0.20, 0.20, 0.20, 0.21, 0.21]}


No. 3
{"formula": "C22H44HgN2Si4", "method": "the ωB97M-V functional and the def2-TZVPD basis", "charge": 0, "homo_ev": [-6.341, -6.335], "max_force_ev_per_a": 2.2, "species": ["C", "C", "H", "H", "H", "H", "H", "H", "C", "C", "C", "C", "H", "H", "H", "H", "N", "C", "C", "N", "C", "C", "C", "H", "H", "C", "H", "H", "Hg", "C", "H", "H", "H", "C", "Si", "C", "C", "Si", "Si", "C", "C", "C", "Si", "C", "C", "C", "H", "H", "H", "H", "H", "H", "H", "H", "H", "H", "H", "H", "H", "H", "H", "H", "H", "H", "H", "H", "H", "H", "H", "H", "H", "H", "H"], "positions_angstrom": [[-1.38411, -2.63371, 1.53015], [-1.30740, -0.13021, 3.14632], [-1.88002, -2.68639, 0.55125], [-2.10069, -2.52796, 2.34894], [-0.76490, -3.53197, 1.66771], [-1.07652, 0.93765, 3.26451], [-2.35464, -0.27425, 2.86756], [-1.05056, -0.65584, 4.07364], [2.14489, -2.79194, -0.37251], [3.22438, -3.23566, -1.14490], [4.41505, -2.51342, -1.07330], [4.49186, -1.40267, -0.23278], [1.19965, -3.34069, -0.35685], [3.10533, -4.11141, -1.77121], [5.28097, -2.81326, -1.65663], [5.40760, -0.82018, -0.14010], [2.20159, -1.68919, 0.37650], [3.36663, -1.01127, 0.51047], [3.39408, 0.13758, 1.46087], [2.24038, 0.46033, 2.08912], [2.21962, 1.43801, 2.99596], [4.52541, 1.93763, 2.62199], [3.33405, 2.22251, 3.28965], [1.26793, 1.60278, 3.50950], [3.24568, 3.02165, 4.01309], [4.56240, 0.87837, 1.71515], [5.47539, 0.60372, 1.19127], [5.42144, 2.52511, 2.80371], [0.14522, -0.96633, 1.63884], [1.03294, -2.05285, 3.35814], [1.23033, -1.35294, 4.17811], [1.95773, -2.57875, 3.09508], [0.26115, -2.77743, 3.65027], [-4.08527, -0.64348, 0.65596], [-3.21567, 0.91134, 0.03158], [-4.26434, 1.62998, -1.36754], [-3.16838, 2.26517, 1.33968], [-1.02483, 0.20690, -0.47497], [-1.21723, -1.13110, -2.42726], [-2.73022, -0.61763, -3.43793], [0.30364, -0.89331, -3.51771], [-1.38419, -2.97958, -2.09525], [0.07115, 2.14095, -1.16340], [-0.97822, 2.95668, -2.50484], [0.25957, 3.31330, 0.29498], [1.79495, 1.78438, -1.84087], [-5.13511, -0.37567, 0.84924], [-3.65881, -1.04375, 1.58234], [-4.06982, -1.44634, -0.09466], [-5.22775, 1.91887, -0.91903], [-3.82353, 2.52961, -1.81217], [-4.47130, 0.91355, -2.16912], [-2.63401, 1.97116, 2.24889], [-2.72135, 3.18945, 0.95287], [-4.21130, 2.48675, 1.61246], [-2.76210, 0.45748, -3.65775], [-2.67550, -1.16329, -4.39263], [-3.66392, -0.90461, -2.93598], [1.23503, -1.11160, -2.97695], [0.21838, -1.60086, -4.35724], [0.36276, 0.12236, -3.93308], [-0.53117, -3.38281, -1.53421], [-2.30834, -3.22077, -1.55332], [-1.41902, -3.48662, -3.07300], [-1.91879, 3.36216, -2.11104], [-0.39893, 3.79693, -2.91531], [-1.21955, 2.28082, -3.33609], [0.96661, 2.91973, 1.03584], [0.66209, 4.26691, -0.07796], [-0.68202, 3.52243, 0.81225], [2.42852, 1.28279, -1.09840], [1.78872, 1.16364, -2.74272], [2.27640, 2.74103, -2.09517]], "lowdin_charge": [-0.21, -0.22, -0.05, 0.00, -0.02, -0.03, -0.03, -0.01, -0.12, -0.04, -0.05, -0.01, 0.10, 0.11, 0.11, 0.10, 0.05, -0.21, -0.21, 0.05, -0.13, -0.05, -0.04, 0.11, 0.11, 0.00, 0.10, 0.11, 0.90, -0.23, -0.02, -0.02, -0.02, -0.22, 0.33, -0.21, -0.22, 0.40, 0.33, -0.23, -0.23, -0.23, 0.30, -0.21, -0.21, -0.21, 0.03, -0.01, 0.03, 0.03, 0.01, 0.00, 0.00, 0.01, 0.03, 0.02, 0.03, 0.02, 0.02, 0.03, 0.02, 0.00, 0.02, 0.03, 0.01, 0.03, 0.02, 0.01, 0.03, 0.01, 0.01, 0.00, 0.03]}


No. 4
{"formula": "C15H21NO2", "method": "the ωB97M-V functional and the def2-TZVPD basis", "charge": 0, "smiles": "CCCCOc1ccc(C(=O)N2CCCC2)cc1", "homo_ev": -8.346, "max_force_ev_per_a": 14.3, "species": ["C", "C", "C", "C", "O", "C", "C", "C", "C", "C", "O", "N", "C", "C", "C", "C", "C", "C", "H", "H", "H", "H", "H", "H", "H", "H", "H", "H", "H", "H", "H", "H", "H", "H", "H", "H", "H", "H", "H"], "positions_angstrom": [[5.06529, 2.73354, -0.40724], [4.97546, 1.35492, 0.14369], [4.48547, 0.42322, -0.89054], [4.14559, -1.06208, -0.23326], [3.11507, -1.17146, 0.63744], [1.72180, -1.06553, 0.48838], [1.18997, -1.18626, -0.69321], [-0.10903, -1.04044, -1.19945], [-1.03457, -0.93459, -0.11709], [-2.43157, -0.92736, -0.25242], [-3.00025, -2.00971, -0.90588], [-3.21808, 0.05634, 0.18627], [-2.53850, 1.20975, 0.47811], [-3.81067, 2.26852, 0.55686], [-4.79739, 1.73307, -0.37679], [-4.68563, 0.29441, -0.07091], [-0.44437, -0.93465, 1.26647], [0.81642, -0.69948, 1.52076], [5.39590, 3.45782, 0.07169], [4.07478, 3.11934, -0.63748], [5.72550, 2.72333, -1.28131], [4.06534, 1.37033, 0.96527], [5.81018, 1.22697, 0.61049], [3.42712, 0.72873, -1.29093], [5.03981, 0.08025, -1.68282], [5.00394, -1.22937, 0.27736], [3.82674, -1.81649, -1.08774], [1.97373, -1.17403, -1.63815], [-0.54664, -1.17931, -1.97336], [-1.83717, 1.50303, -0.33470], [-2.01945, 1.48030, 1.35445], [-4.09195, 2.44354, 1.41681], [-3.41764, 3.36142, 0.18956], [-4.54105, 1.91810, -1.61393], [-5.79442, 2.17737, -0.56188], [-5.15376, -0.01197, 0.70090], [-4.88132, -0.39663, -0.89577], [-1.14290, -1.03199, 1.99996], [1.16928, -0.75951, 2.40162]], "nbo_charge": [-0.57, -0.39, -0.41, -0.02, -0.52, 0.31, -0.27, -0.11, -0.13, 0.63, -0.68, -0.41, -0.21, -0.36, -0.43, -0.20, -0.14, -0.24, 0.20, 0.20, 0.19, 0.18, 0.20, 0.20, 0.21, 0.18, 0.16, 0.20, 0.20, 0.19, 0.21, 0.18, 0.20, 0.19, 0.25, 0.19, 0.24, 0.21, 0.21]}


No. 5
{"formula": "H24HeO12Xe", "method": "the ωB97M-V functional and the def2-TZVPD basis", "charge": 0, "homo_ev": -10.486, "max_force_ev_per_a": 1.0, "species": ["He", "Xe", "O", "H", "H", "O", "H", "H", "O", "H", "H", "O", "H", "H", "O", "H", "H", "O", "H", "H", "O", "H", "H", "O", "H", "H", "O", "H", "H", "O", "H", "H", "O", "H", "H", "O", "H", "H"], "positions_angstrom": [[1.74074, -0.31583, -1.90745], [-0.08713, 0.21385, 0.47946], [-1.40571, 3.66603, 0.03625], [-1.48406, 4.48630, 0.52333], [-1.88545, 3.02713, 0.56340], [3.44602, 0.66874, 1.75645], [4.20978, 0.20129, 2.09466], [2.78802, 0.58430, 2.44648], [1.06582, 3.67160, -0.78831], [1.16732, 3.20328, -1.61693], [0.14414, 3.55473, -0.55793], [-3.47296, -1.87757, -1.20114], [-3.35955, -2.82691, -1.24713], [-3.40258, -1.67235, -0.26884], [-3.19845, -1.07106, 1.88974], [-3.95455, -1.45781, 2.33127], [-2.44819, -1.56311, 2.22325], [1.26400, -3.02535, -2.00267], [0.87426, -3.81906, -2.36922], [0.60376, -2.34673, -2.14342], [0.77474, -1.37878, 3.56076], [0.88525, -0.54173, 3.10980], [1.48824, -1.40391, 4.19835], [-0.28148, 1.45040, -3.58294], [0.55311, 1.64297, -3.15561], [-0.57279, 2.29304, -3.93128], [-2.79871, 2.00136, 1.99210], [-2.85093, 1.09291, 1.69507], [-2.19800, 1.97616, 2.73691], [1.39945, -3.48541, 1.05318], [0.48056, -3.59220, 1.29910], [1.38487, -2.84332, 0.34343], [-0.96666, -1.44855, -2.61581], [-0.92155, -0.56457, -2.98019], [-1.75245, -1.44302, -2.06924], [4.08521, 0.97915, -0.98242], [4.93988, 1.34262, -0.75074], [3.74617, 0.62136, -0.16189]], "nbo_charge": [0.00, 0.00, -0.96, 0.48, 0.50, -0.94, 0.48, 0.47, -0.97, 0.45, 0.49, -0.95, 0.47, 0.49, -0.97, 0.49, 0.49, -0.98, 0.47, 0.50, -0.93, 0.46, 0.47, -0.95, 0.47, 0.48, -0.96, 0.50, 0.47, -0.94, 0.46, 0.48, -0.99, 0.50, 0.49, -0.95, 0.46, 0.49]}


No. 6
{"formula": "H12NO4", "method": "the ωB97M-V functional and the def2-TZVPD basis", "charge": 1, "homo_ev": -14.762, "max_force_ev_per_a": 1.7, "species": ["N", "H", "H", "H", "H", "H", "H", "O", "H", "H", "O", "H", "H", "O", "H", "H", "O"], "positions_angstrom": [[-0.53579, 0.77023, -0.78118], [-1.21684, 1.43780, -0.42987], [0.30029, 0.76833, -0.18725], [-0.85026, -0.20984, -0.71958], [-0.38712, 0.93395, -1.77400], [2.34814, -0.81842, 2.16026], [1.86191, -0.11171, 3.36903], [1.79329, -0.07032, 2.40461], [-0.04454, -2.84679, 0.16288], [0.14055, -2.36371, 1.47005], [-0.13883, -2.02173, 0.60957], [-3.43188, -1.36960, -0.96409], [-3.67430, 0.18380, -0.68361], [-3.02765, -0.50214, -0.86733], [2.88279, 1.76306, -0.92259], [2.02559, 2.65998, -1.63857], [1.95465, 1.79712, -1.20833]], "nbo_charge": [-0.86, 0.44, 0.48, 0.48, 0.45, 0.47, 0.48, -0.95, 0.47, 0.49, -0.96, 0.50, 0.49, -0.99, 0.49, 0.48, -0.97]}


The records above yield ΔE to the lowest compared entry with this formula, charge and spin values of 49.2, 37.4, 7.5, 241.0, 18.7, 25.4 kcal/mol, respectively.
The records above yield total energy values of -287.7541, -198.8295, -2285.4770, -789.0536, -1249.5182, -362.6773 hartree, respectively.